{"formula": "C34H27BrCoF4INO2P", "method": "ωB97M-V/def2-TZVPD", "symbols": ["Co", "F", "C", "C", "F", "C", "F", "C", "P", "C", "C", "C", "C", "C", "C", "C", "C", "C", "C", "C", "C", "C", "Br", "C", "F", "H", "H", "H", "H", "H", "H", "H", "H", "H", "H", "I", "C", "C", "C", "C", "C", "C", "C", "O", "O", "H", "H", "H", "H", "C", "N", "C", "C", "C", "C", "C", "C", "C", "C", "H", "H", "H", "H", "H", "H", "H", "H", "H", "H", "H", "H", "H"], "coordinates": [[-0.41338, -1.22021, -0.09503], [-6.95959, -2.21462, 1.98173], [-5.81434, -1.62282, 1.72500], [-5.42146, -0.52937, 2.45697], [-6.20028, -0.06859, 3.41804], [-4.21619, 0.09124, 2.17825], [-3.93837, 1.16848, 2.90500], [-3.36202, -0.36829, 1.18711], [-1.73631, 0.39668, 0.79935], [-1.16213, 1.08196, 2.37468], [-0.74411, 0.15657, 3.33586], [-0.30959, 0.59230, 4.58110], [-0.27560, 1.95426, 4.86207], [-0.67860, 2.87504, 3.90202], [-1.13034, 2.44280, 2.65903], [-2.17078, 1.79530, -0.28867], [-3.47383, 2.04888, -0.71001], [-3.74114, 3.10940, -1.57151], [-2.71270, 3.93192, -2.00622], [-1.40929, 3.69255, -1.58400], [-1.13993, 2.62647, -0.73836], [-3.80365, -1.47256, 0.45508], [-2.80186, -2.19155, -0.97162], [-5.00387, -2.09061, 0.71028], [-5.41192, -3.13791, 0.00673], [-0.74834, -0.90798, 3.10761], [0.00672, -0.12822, 5.32737], [0.05896, 2.29790, 5.83470], [-0.65729, 3.93574, 4.12530], [-1.46483, 3.16616, 1.92475], [-4.29247, 1.42147, -0.37602], [-4.75756, 3.29168, -1.89803], [-2.92434, 4.75983, -2.67565], [-0.60096, 4.33010, -1.92631], [-0.11719, 2.43146, -0.43598], [3.93420, -3.90190, -5.39030], [3.13565, -3.83674, -3.47317], [3.96601, -4.02262, -2.37516], [3.42823, -3.91925, -1.09691], [2.08251, -3.62133, -0.91240], [1.26244, -3.49383, -2.02394], [1.77786, -3.59971, -3.30860], [1.60593, -3.33314, 0.49003], [2.32275, -3.58760, 1.43606], [0.42827, -2.73244, 0.61849], [5.01880, -4.23959, -2.51330], [4.05194, -4.05406, -0.22010], [0.20484, -3.30681, -1.89211], [1.13195, -3.48562, -4.17080], [2.21128, 1.06860, 1.66160], [3.36675, 0.75924, 0.76960], [3.79860, 1.94969, -0.02032], [3.06474, -0.46933, -0.09346], [2.18474, -0.18074, -1.27282], [2.83040, 0.08378, -2.48580], [2.11461, 0.33413, -3.64479], [0.72595, 0.34524, -3.58944], [0.08003, 0.07933, -2.38595], [0.78206, -0.22547, -1.21762], [2.38579, 2.01023, 2.18046], [2.09375, 0.25041, 2.36614], [1.33646, 1.13223, 1.02957], [4.14528, 0.48530, 1.36005], [2.97813, 2.24127, -0.66583], [4.65979, 1.67641, -0.62226], [4.05257, 2.74989, 0.66706], [2.64009, -1.18131, 0.59561], [4.03645, -0.83864, -0.41591], [3.91866, 0.07606, -2.52562], [2.63385, 0.51278, -4.58035], [0.14551, 0.53872, -4.48663], [-1.00830, 0.09134, -2.37167]], "lowdin_charge": [0.282, 0.176, -0.132, -0.131, 0.163, -0.203, 0.130, -0.287, 1.065, -0.376, -0.099, -0.064, -0.064, -0.062, -0.080, -0.343, -0.063, -0.057, -0.062, -0.062, -0.117, -0.546, 0.988, -0.261, 0.106, 0.114, 0.115, 0.112, 0.112, 0.108, 0.106, 0.113, 0.114, 0.112, 0.095, 0.891, -0.748, -0.138, -0.018, -0.149, -0.030, -0.141, -0.576, 0.071, -0.152, 0.096, 0.124, 0.095, 0.098, 0.016, -0.157, 0.021, -0.063, -0.246, -0.049, -0.062, -0.057, -0.124, -0.170, 0.113, 0.114, 0.065, 0.179, 0.104, 0.109, 0.106, 0.104, 0.140, 0.120, 0.113, 0.114, 0.085], "multiplicity": 2, "total_energy_ha": -6512.09778, "total_charge": 1, "lumo_ev": [-3.382, -2.626], "homo_lumo_gap_ev": [7.4, 8.1]}